(1)
{
  "formula": "C28H27BrN7OW",
  "method": "ωB97M-V/def2-TZVPD",
  "species": ["W", "C", "C", "C", "C", "C", "C", "N", "C", "C", "C", "C", "C", "C", "N", "N", "C", "C", "C", "C", "C", "N", "H", "H", "H", "H", "H", "H", "H", "H", "H", "H", "H", "H", "H", "C", "C", "C", "C", "C", "Br", "N", "C", "H", "H", "H", "H", "H", "H", "N", "C", "N", "C", "C", "O", "C", "C", "H", "H", "H", "H", "H", "H", "H", "H"],
  "coordinates": [[0.5388, -0.6236, -0.8320], [2.4104, 2.1797, 3.5772], [3.0463, 1.3573, 2.6501], [2.4455, 1.0949, 1.4342], [1.2076, 1.6735, 1.1319], [0.5619, 2.4915, 2.0712], [1.1685, 2.7382, 3.2886], [0.5996, 1.3814, -0.1006], [-0.0054, 2.3616, -0.8234], [0.2965, 3.7401, -0.7182], [-0.3007, 4.6280, -1.5852], [-1.1723, 4.1787, -2.5770], [-1.4597, 2.8158, -2.7248], [-0.9039, 1.9368, -1.8361], [-1.1566, 0.5284, -1.9070], [-1.8306, 0.0703, -0.9175], [-2.0966, -1.3261, -1.1190], [-3.3534, -1.8733, -1.0574], [-3.4486, -3.2250, -1.3809], [-2.3063, -3.9505, -1.7030], [-1.0720, -3.3295, -1.6846], [-0.9884, -2.0212, -1.3981], [2.8864, 2.3863, 4.5266], [4.0194, 0.9416, 2.8737], [2.9618, 0.4928, 0.6940], [-0.4224, 2.8883, 1.8561], [0.6738, 3.3662, 4.0173], [1.0353, 4.0779, -0.0057], [-0.0614, 5.6806, -1.5194], [-1.6243, 4.8876, -3.2580], [-2.1310, 2.4706, -3.4998], [-4.2129, -1.2680, -0.8060], [-4.4159, -3.7106, -1.3833], [-2.3649, -5.0008, -1.9519], [-0.1470, -3.8541, -1.8798], [2.3777, -0.3739, -6.3483], [2.1744, -0.1619, -4.8806], [2.8696, 0.8513, -4.1967], [2.6975, 1.0917, -2.8413], [1.8149, 0.2253, -2.2224], [2.1872, -2.3339, -0.3307], [1.1877, -0.7270, -2.8446], [1.2903, -0.9556, -4.1571], [3.4272, -0.5862, -6.5570], [2.1138, 0.5256, -6.9059], [1.7792, -1.2016, -6.7217], [3.5597, 1.4737, -4.7550], [3.2202, 1.8827, -2.3239], [0.7058, -1.7468, -4.6057], [-0.0559, -0.9484, 1.1652], [-0.3579, -1.1654, 2.2737], [-0.6658, -1.3976, 3.4860], [-0.1870, -2.6139, 4.2105], [-1.3647, -3.2093, 4.9662], [-1.9564, -2.2350, 5.7939], [-2.5306, -1.1900, 5.0469], [-1.4479, -0.4241, 4.3014], [0.5907, -2.2908, 4.9031], [0.2310, -3.3124, 3.4878], [-1.0120, -4.0133, 5.6091], [-2.1024, -3.6181, 4.2641], [-3.0304, -0.5231, 5.7468], [-3.2751, -1.5808, 4.3415], [-0.7542, 0.0398, 5.0039], [-1.8640, 0.3334, 3.6387]],
  "atomic_forces_ev_per_a": [[0.4, -0.6, 0.0], [0.0, 0.0, 0.0], [0.0, 0.0, 0.0], [0.0, 0.0, -0.1], [0.1, 0.0, 0.1], [-0.1, 0.0, -0.1], [0.0, 0.0, 0.0], [0.0, 0.0, 0.1], [0.0, 0.0, -0.1], [-0.1, 0.0, 0.0], [0.0, 0.0, 0.0], [0.0, 0.0, -0.1], [-0.1, -0.1, 0.0], [0.2, 0.0, 0.2], [0.0, 0.0, 0.2], [-0.4, 0.2, -0.2], [-0.1, -0.1, 0.0], [0.1, 0.0, 0.0], [0.0, 0.0, 0.0], [0.0, 0.0, 0.0], [0.0, 0.0, 0.0], [0.1, 0.2, 0.1], [0.0, 0.0, 0.0], [0.0, 0.0, 0.0], [0.0, 0.0, 0.0], [0.0, 0.0, 0.0], [0.0, 0.0, 0.0], [0.0, 0.0, 0.0], [0.0, 0.0, 0.0], [0.0, 0.0, 0.0], [0.0, 0.0, 0.0], [0.0, 0.0, 0.0], [0.0, 0.0, 0.0], [0.0, 0.0, 0.0], [0.0, 0.0, 0.0], [0.0, 0.0, 0.0], [0.0, -0.1, -0.1], [0.1, 0.1, 0.1], [-0.1, -0.1, 0.0], [-0.1, -0.1, -0.1], [-0.2, 0.4, -0.1], [-0.1, 0.2, 0.2], [0.1, -0.1, 0.0], [0.0, 0.0, 0.0], [0.0, 0.0, 0.0], [0.0, 0.0, 0.0], [0.0, 0.0, 0.0], [0.0, 0.0, 0.0], [0.0, 0.0, 0.0], [-0.1, 0.0, -0.4], [0.2, 0.1, 0.0], [0.0, 0.0, 0.1], [0.0, 0.0, 0.0], [0.0, 0.0, 0.0], [0.0, 0.0, 0.0], [0.0, 0.0, 0.0], [0.0, 0.0, 0.0], [0.0, 0.0, 0.0], [0.0, 0.0, 0.0], [0.0, 0.0, 0.0], [0.0, 0.0, 0.0], [0.0, 0.0, 0.0], [0.0, 0.0, 0.0], [0.0, 0.0, 0.0], [0.0, 0.0, 0.0]],
  "e_lumo_ev": [-10.9755, -11.6301],
  "total_charge": 3,
  "spin_multiplicity": 3,
  "fmax_ev_per_a": 0.76,
  "e_homo_ha": [-0.6203, -0.6311],
  "orbital_gap_ev": [5.9, 5.5],
  "e_tot_ha": -4181.816942
}

(2)
{
  "formula": "C28H27Cl2F3N2O5S",
  "method": "ωB97M-V/def2-TZVPD",
  "species": ["C", "C", "S", "C", "C", "C", "O", "C", "C", "C", "C", "C", "F", "F", "F", "C", "C", "Cl", "C", "C", "C", "Cl", "C", "O", "O", "H", "H", "H", "H", "H", "H", "H", "H", "H", "H", "H", "C", "N", "C", "O", "C", "C", "C", "C", "C", "C", "C", "C", "N", "C", "C", "O", "H", "H", "H", "H", "H", "H", "H", "H", "H", "H", "H", "H", "H", "H", "H", "H"],
  "coordinates": [[-4.4257, 1.0139, -4.0749], [-4.1687, 1.4871, -2.6329], [-2.4404, 2.1430, -2.5211], [-1.3465, 0.7498, -2.6166], [-1.8000, -0.5708, -2.4758], [-0.9255, -1.6534, -2.5107], [-1.4723, -2.8995, -2.3412], [-1.1419, -3.9321, -3.1910], [-0.5615, -3.7604, -4.4624], [-0.2668, -4.8632, -5.2706], [-0.5609, -6.1677, -4.8405], [-0.2224, -7.3570, -5.7242], [-0.6773, -7.1338, -6.9858], [1.1270, -7.5105, -5.7562], [-0.7851, -8.5064, -5.2622], [-1.1641, -6.3330, -3.5812], [-1.4599, -5.2328, -2.7715], [-2.2419, -5.5057, -1.2306], [0.4498, -1.4146, -2.6418], [0.9224, -0.1047, -2.7819], [0.0320, 0.9752, -2.7794], [0.6689, 2.5986, -2.9163], [-5.2034, 2.5343, -2.1930], [-6.3778, 2.3065, -2.4304], [-4.7907, 3.6342, -1.5223], [-3.6799, 0.2779, -4.3860], [-4.3792, 1.8619, -4.7658], [-5.4149, 0.5520, -4.1582], [-4.2894, 0.6547, -1.9386], [-2.8443, -0.8070, -2.3276], [-0.3415, -2.7677, -4.8410], [0.1896, -4.7035, -6.2453], [-1.4154, -7.3232, -3.2099], [1.1484, -2.2461, -2.6259], [1.9873, 0.0883, -2.8747], [-5.5964, 4.1396, -1.3389], [0.0817, 0.7338, 4.7697], [1.3782, 0.0882, 4.9776], [2.5861, 0.6580, 5.0494], [3.5687, -0.0549, 5.2201], [2.7591, 2.1844, 4.8952], [3.2518, 2.5464, 3.4817], [2.3215, 2.0665, 2.3882], [1.2439, 2.8742, 1.9783], [0.3030, 2.3766, 1.0608], [0.4398, 1.0726, 0.5578], [1.5388, 0.2801, 0.9285], [2.4821, 0.7783, 1.8423], [3.7198, 2.6905, 5.8823], [3.7315, 3.8812, 6.4786], [2.6254, 4.8796, 6.1953], [4.6183, 4.1725, 7.2647], [0.0576, 1.2391, 3.8033], [-0.7063, -0.0209, 4.7786], [-0.1177, 1.4542, 5.5644], [1.3890, -0.9158, 5.0763], [1.7919, 2.6565, 5.0527], [3.3592, 3.6285, 3.4000], [4.2379, 2.1060, 3.3232], [1.1228, 3.8676, 2.3856], [-0.5350, 2.9879, 0.7536], [-0.3060, 0.6772, -0.1124], [1.6453, -0.7188, 0.5294], [3.3095, 0.1555, 2.1550], [4.4708, 2.0659, 6.1404], [2.8335, 5.7971, 6.7441], [2.5904, 5.0988, 5.1310], [1.6755, 4.4693, 6.5308]],
  "atomic_forces_ev_per_a": [[-0.4, 0.0, 0.1], [1.0, 0.2, -0.4], [0.0, 0.4, 0.3], [-0.3, -0.4, 0.0], [0.3, -0.2, -0.1], [0.6, 1.1, -0.2], [0.1, -0.6, -0.3], [0.1, -0.1, -0.3], [-0.1, -0.4, 0.1], [-0.2, -0.2, 0.4], [-0.4, 0.5, 0.7], [-0.3, 0.7, 0.6], [0.6, -0.5, 0.6], [-0.8, -0.3, -0.4], [0.6, 0.7, -0.6], [0.1, 0.1, -0.3], [0.1, -0.1, -0.2], [0.3, 0.2, -0.5], [-0.1, 0.1, 0.0], [-0.6, -0.1, 0.1], [0.0, -0.3, 0.0], [-0.3, -0.5, 0.0], [-1.3, -0.6, -0.3], [1.3, 0.6, 0.4], [0.1, -0.8, -0.5], [0.0, 0.1, 0.2], [0.0, -0.1, 0.1], [0.1, 0.1, 0.1], [0.0, 0.1, 0.1], [-0.1, 0.1, 0.0], [0.0, -0.1, 0.2], [-0.1, 0.0, 0.2], [0.0, 0.2, -0.1], [-0.1, 0.1, 0.0], [-0.2, 0.0, 0.0], [0.0, 0.1, 0.0], [0.4, 0.1, -0.1], [-1.2, 0.2, -0.1], [1.2, -0.3, 0.2], [0.2, 0.5, 0.0], [0.1, 0.3, 0.1], [-0.1, -0.4, -0.6], [-0.3, -0.1, -0.1], [0.0, -1.1, -0.5], [0.6, -0.5, 0.3], [0.5, 0.3, 0.5], [-0.1, 0.9, 0.4], [-0.9, 0.4, -0.3], [-0.7, -1.7, -0.9], [0.2, 1.4, 1.0], [0.2, -0.3, -0.1], [0.2, 0.0, 0.1], [-0.1, 0.0, 0.0], [0.2, 0.0, 0.1], [-0.1, 0.0, 0.0], [0.2, 0.1, 0.0], [0.0, 0.2, 0.1], [0.0, 0.0, 0.2], [0.0, 0.0, 0.2], [0.0, 0.1, 0.1], [0.0, 0.0, 0.0], [-0.1, 0.0, -0.1], [0.0, 0.0, 0.0], [0.1, 0.0, 0.1], [0.0, -0.1, -0.1], [0.1, -0.2, 0.0], [-0.2, 0.0, -0.1], [-0.2, 0.0, -0.1]],
  "e_lumo_ev": 0.2197,
  "spin_multiplicity": 1,
  "fmax_ev_per_a": 2.04,
  "e_homo_ha": -0.3240,
  "smiles": "C[C@@H](Sc1cc(Oc2ccc(C(F)(F)F)cc2Cl)ccc1Cl)C(=O)O.CNC(=O)[C@H](Cc1ccccc1)NC(C)=O",
  "orbital_gap_ev": 9.0,
  "e_tot_ha": -3187.135402
}

(3)
{
  "formula": "C28H27F3N8O9P2SSm",
  "method": "ωB97M-V/def2-TZVPD",
  "species": ["Sm", "C", "C", "O", "P", "O", "O", "O", "P", "O", "O", "O", "H", "H", "H", "H", "H", "H", "H", "N", "C", "C", "C", "C", "C", "C", "S", "O", "O", "N", "C", "N", "C", "C", "C", "N", "H", "H", "H", "H", "H", "H", "H", "H", "H", "N", "C", "C", "C", "C", "C", "C", "C", "N", "C", "C", "N", "C", "H", "H", "H", "H", "H", "H", "H", "F", "C", "F", "F", "C", "C", "C", "N", "C", "C", "H", "H", "H", "H"],
  "coordinates": [[1.6261, -0.5846, 0.5214], [6.1449, -1.9556, 1.7557], [5.3111, -0.9862, 0.9494], [6.0758, -0.0505, 0.2170], [4.1566, 0.0280, 1.9348], [4.9483, 0.6131, 3.1764], [3.7686, 1.2759, 1.0259], [2.9067, -0.6548, 2.3385], [4.2180, -1.8171, -0.3136], [3.1937, -2.7511, 0.6174], [4.9985, -2.6588, -1.2245], [3.3022, -0.7269, -0.8167], [6.9009, -1.4240, 2.3306], [6.6336, -2.6577, 1.0784], [5.5072, -2.5122, 2.4397], [6.5305, -0.5355, -0.4897], [4.4168, 0.6046, 3.9750], [4.5236, 1.7705, 0.6817], [3.5155, -3.6604, 0.6238], [-4.7776, 4.5595, 1.9171], [-3.6553, 3.7981, 1.9815], [-2.6060, 3.9883, 1.0707], [-1.4941, 3.1737, 1.1099], [-1.4103, 2.1585, 2.0496], [-2.4404, 1.9447, 2.9523], [-3.5505, 2.7594, 2.9206], [-0.0159, 1.0692, 2.0492], [0.5508, 0.8830, 3.3554], [0.9485, 1.5864, 1.0645], [-0.4733, -0.3507, 1.4109], [-0.4323, -1.3417, 2.3426], [0.5258, -2.2799, 2.1302], [0.6683, -3.2055, 3.0758], [-0.1443, -3.2588, 4.1945], [-1.1263, -2.2816, 4.2845], [-1.2605, -1.3290, 3.3815], [-4.7657, 5.3987, 1.3631], [-5.4389, 4.5190, 2.6736], [-2.6772, 4.7786, 0.3371], [-0.6714, 3.3194, 0.4280], [-2.3551, 1.1329, 3.6567], [-4.3586, 2.6012, 3.6156], [1.4773, -3.9154, 2.9304], [-0.0186, -4.0101, 4.9551], [-1.8236, -2.2499, 5.1109], [-6.8165, 4.5790, -4.1625], [-5.8099, 4.1854, -3.7874], [-4.5615, 3.6904, -3.3335], [-4.5081, 2.8361, -2.2323], [-3.2969, 2.3264, -1.8092], [-2.1297, 2.6647, -2.4906], [-2.1783, 3.5340, -3.5774], [-3.3880, 4.0497, -3.9969], [-0.9017, 2.0929, -2.1098], [0.3420, 2.6514, -2.2463], [1.2400, 1.7156, -1.8239], [0.5656, 0.5835, -1.4366], [-0.7133, 0.8509, -1.6125], [-5.4177, 2.5704, -1.7172], [-3.2479, 1.6753, -0.9510], [-1.2746, 3.7837, -4.1110], [-3.4337, 4.7163, -4.8437], [0.4836, 3.6525, -2.5977], [2.3182, 1.7577, -1.7933], [-1.5139, 0.1605, -1.4210], [-0.5122, -6.8547, -3.2866], [-0.9524, -5.6484, -3.6574], [-0.6574, -5.4912, -4.9496], [-2.2927, -5.6784, -3.5619], [-0.3767, -4.5467, -2.7929], [-0.1126, -4.7812, -1.4506], [0.3629, -3.7299, -0.6808], [0.5913, -2.5035, -1.1549], [0.3650, -2.3041, -2.4555], [-0.1259, -3.2823, -3.3089], [-0.2653, -5.7576, -1.0188], [0.5684, -3.8766, 0.3718], [0.5933, -1.3131, -2.8263], [-0.2970, -3.0699, -4.3527]],
  "atomic_forces_ev_per_a": [[-1.6, -1.6, -2.1], [-0.1, -0.1, 0.1], [-0.8, 0.0, -0.2], [0.5, 0.2, -0.2], [1.9, 1.2, 0.8], [0.2, -0.4, -0.6], [0.0, -0.3, 0.5], [0.4, -0.1, 0.8], [0.7, -1.5, 0.0], [0.7, 0.6, -0.5], [0.3, 0.2, 0.1], [0.8, 0.0, -0.9], [0.0, 0.1, 0.0], [0.0, 0.0, 0.0], [0.0, -0.1, 0.1], [0.0, 0.1, 0.0], [-0.2, 0.1, 0.5], [0.1, 0.0, -0.2], [-0.1, -0.1, -0.1], [-0.3, 0.2, 0.0], [0.3, -0.3, -0.1], [0.0, 0.0, 0.1], [0.1, 0.0, 0.0], [0.6, -0.3, -0.2], [-0.1, 0.0, 0.1], [0.1, 0.0, -0.1], [-1.6, 1.0, 0.7], [-0.4, 0.2, 0.2], [-0.2, 0.4, 0.1], [-0.5, 1.4, 0.3], [-0.1, -1.7, 1.0], [-0.7, 0.7, 0.2], [0.1, -0.2, 0.1], [0.1, 0.1, -0.2], [0.2, -0.2, 0.0], [-0.3, 0.2, -0.2], [-0.1, 0.0, 0.1], [0.0, 0.1, -0.1], [0.0, 0.1, -0.1], [0.1, 0.1, -0.1], [-0.1, -0.1, 0.2], [-0.1, -0.1, 0.2], [-0.1, 0.0, 0.0], [0.0, -0.1, 0.0], [0.0, -0.1, 0.1], [-0.5, 0.2, -0.2], [-0.2, 0.1, -0.1], [0.7, -0.2, 0.3], [0.0, 0.0, -0.1], [0.3, 0.0, -0.1], [-0.8, 0.2, -0.3], [0.1, -0.1, 0.2], [-0.1, -0.1, 0.2], [0.4, -0.4, 0.2], [0.7, 0.1, 0.1], [-0.2, 0.2, -0.4], [-0.3, 0.4, -0.3], [0.2, -0.3, 0.1], [-0.1, 0.0, 0.1], [0.0, 0.0, 0.1], [0.1, 0.0, -0.1], [0.0, 0.0, -0.1], [0.0, 0.2, -0.1], [-0.1, 0.1, 0.0], [-0.1, 0.0, 0.1], [0.2, 0.0, 0.1], [-0.2, -0.1, -0.1], [0.1, 0.2, -0.1], [0.0, 0.1, 0.1], [0.1, 0.2, 0.1], [0.0, 0.2, -0.2], [-0.1, -0.3, 0.1], [0.1, -0.1, 0.0], [0.0, 0.1, -0.2], [0.0, -0.2, 0.2], [0.0, 0.0, 0.1], [0.0, 0.0, -0.1], [0.0, -0.1, 0.0], [0.0, 0.1, -0.1]],
  "e_lumo_ev": [-2.3702, -2.3506],
  "de_lowest_kcal_mol": 25.1,
  "total_charge": 1,
  "spin_multiplicity": 6,
  "fmax_ev_per_a": 3.10,
  "e_homo_ha": [-0.3932, -0.3932],
  "orbital_gap_ev": [8.3, 8.3],
  "e_tot_ha": -4237.059879
}